Here is a single C24H32N4O4 molecule from OMol25. Energies are from ωB97M-V with the def2-TZVPD basis set.

The SMILES is COc1ccc(OCCCC(=O)NNC(=O)CCN2CCN(c3ccccc3)CC2)cc1. Its HOMO energy is -0.2774 Ha. The value obtained for the max |F| is 0.01635 Eh/bohr. The total energy is -39557.412 eV. Its relative energy (zero: lowest compared OMol25 entry of this formula, charge and spin) is 89.9 kcal/mol.

Element x y z (Å)
C -6.04764 -0.70045 -0.32061
H -6.60543 0.12952 -0.75197
O -4.72623 -0.54347 -0.76827
C -3.78312 -1.43206 -0.33289
C -4.03257 -2.53278 0.47950
C -2.99124 -3.35418 0.87086
C -1.68477 -3.10364 0.46373
C -1.43906 -2.01512 -0.36781
C -2.47807 -1.19243 -0.75473
H -2.28986 -0.34128 -1.38871
H -0.45066 -1.79048 -0.73119
O -0.73394 -3.97090 0.94158
C 0.62594 -3.62430 0.82248
C 1.24941 -4.03998 -0.51575
C 2.67849 -3.51147 -0.64228
C 2.68100 -1.99847 -0.75269
O 1.73384 -1.33995 -1.14817
N 3.82304 -1.40066 -0.36481
H 4.65810 -1.86057 -0.02482
N 3.92601 -0.01107 -0.41482
C 4.99126 0.61701 0.12912
O 5.97986 0.02978 0.52478
C 4.80393 2.12397 0.12673
H 5.69705 2.58202 0.55098
H 4.69676 2.45933 -0.90563
C 3.57414 2.54588 0.94882
N 2.33998 1.99136 0.41069
C 1.75194 2.78746 -0.65710
H 2.51322 2.98637 -1.41423
C 0.59511 1.99274 -1.27900
N -0.41062 1.65920 -0.29985
C -1.51307 2.46660 -0.07010
C -2.57012 1.99063 0.71680
C -3.70908 2.74248 0.90989
C -3.84154 3.99126 0.32449
C -2.81125 4.47100 -0.46279
C -1.66238 3.72701 -0.65704
H -0.87799 4.14600 -1.26892
H -2.89440 5.44282 -0.92897
H -4.73524 4.57739 0.47597
H -4.50894 2.34346 1.51702
H -2.51271 1.00613 1.15472
C 0.18992 0.89921 0.77005
C 1.33291 1.69372 1.41800
H 1.79156 1.09380 2.20793
H 0.92700 2.61568 1.86874
H -0.54693 0.63992 1.52653
H 0.59788 -0.01898 0.33975
H 0.15052 2.54018 -2.10871
H 0.98933 1.04515 -1.66427
H 1.38125 3.75230 -0.27105
H 3.70168 2.17708 1.96979
H 3.53595 3.64482 0.99424
H 3.02636 0.49648 -0.41725
H 3.13609 -3.91388 -1.54929
H 3.28257 -3.82273 0.21149
H 1.24299 -5.12797 -0.58947
H 0.64908 -3.64071 -1.33375
H 0.75771 -2.54712 0.98154
H 1.12613 -4.15790 1.63868
H -3.17856 -4.20538 1.50663
H -5.02991 -2.76199 0.82069
H -6.11272 -0.64957 0.77173
H -6.48319 -1.64517 -0.66446

---

Here is a single C24H32N6O2 molecule from OMol25. Energies are from ωB97M-V with the def2-TZVPD basis set.

The SMILES is CCC[C@@H](c1nnnn1Cc1ccc(OC)cc1)N1CCN(c2ccccc2OC)CC1. Its HOMO energy is -0.2828 Ha. The value obtained for the max |F| is 0.02740 Eh/bohr. The total energy is -38441.377 eV. Its relative energy (zero: lowest compared OMol25 entry of this formula, charge and spin) is 97.8 kcal/mol.

Element x y z (Å)
C -5.78185 -3.16279 -0.70511
H -5.82902 -3.45723 0.34028
C -5.05506 -1.83137 -0.84584
C -3.62522 -1.91857 -0.31931
H -3.08280 -2.69029 -0.86973
H -3.64874 -2.18962 0.73619
C -2.87581 -0.58490 -0.47493
C -3.43039 0.43179 0.46084
N -4.11608 0.21433 1.56107
N -4.36661 1.40156 2.09381
N -3.87664 2.33314 1.39006
N -3.27174 1.77396 0.33838
C -2.58762 2.55952 -0.64727
C -1.09973 2.63230 -0.40153
C -0.59343 2.71919 0.88478
C 0.77156 2.78452 1.11315
C 1.65799 2.78844 0.04113
C 1.14602 2.73921 -1.25680
C -0.21265 2.65120 -1.47110
H -0.58871 2.59488 -2.48233
H 1.83978 2.75525 -2.08160
O 3.01195 2.83914 0.14785
C 3.58916 2.71534 1.42528
H 3.32776 3.55967 2.07131
H 3.29418 1.77758 1.90765
H 4.66638 2.71028 1.26537
H 1.12793 2.83501 2.13008
H -1.26627 2.72887 1.73016
H -3.02321 3.56374 -0.59287
H -2.78421 2.13813 -1.63720
N -1.43587 -0.62766 -0.25574
C -1.02316 -1.14791 1.03313
C 0.44150 -0.78124 1.24553
N 1.25386 -1.35817 0.18875
C 2.62506 -1.45944 0.46434
C 2.99543 -2.29237 1.51918
C 4.31372 -2.47020 1.89150
C 5.30927 -1.81537 1.19424
C 4.97472 -0.99633 0.12896
C 3.65228 -0.80302 -0.24912
O 3.29083 0.01534 -1.28761
C 4.29651 0.63284 -2.04878
H 4.98245 -0.09930 -2.48812
H 3.77392 1.15574 -2.84858
H 4.86101 1.36022 -1.45710
H 5.76536 -0.48638 -0.39829
H 6.34626 -1.93619 1.46831
H 4.55851 -3.12240 2.71599
H 2.21637 -2.81954 2.04885
C 0.80491 -0.91142 -1.11281
C -0.66745 -1.28203 -1.29319
H -1.00746 -0.92918 -2.26961
H -0.77192 -2.37959 -1.25633
H 1.39969 -1.40912 -1.87878
H 0.90050 0.17576 -1.23021
H 0.77867 -1.15348 2.21302
H 0.52729 0.31663 1.23924
H -1.63248 -0.69932 1.81953
H -1.13219 -2.24355 1.08503
H -3.01760 -0.21668 -1.50196
H -5.04023 -1.53447 -1.89853
H -5.59540 -1.06615 -0.28607
H -6.79707 -3.08560 -1.08661
H -5.26418 -3.94273 -1.25997